<a>
ORCA calculation (the ωB97M-V functional and the def2-TZVPD basis) on a cluster of 6 separate species, C24H63N3O9 in total.

Properties
Highest occupied orbital energy = -8.66 eV
SMILES = COCCNCCOC.COCCNCCOC.COCCNCCOC.CCO.CCO.CCO

The geometry in XYZ format:
```
99
C24H63N3O9 | the OMol25 dataset | the ωB97M-V functional and the def2-TZVPD basis
C 2.58250 -4.54968 4.53927
O 3.63448 -5.31328 3.86381
C 4.08486 -4.68255 2.69089
C 4.67727 -5.71991 1.59393
N 3.65035 -6.11400 0.53595
C 3.62288 -5.20546 -0.65066
C 2.91134 -5.87717 -1.83088
O 3.14428 -5.04017 -3.03180
C 2.61417 -5.56379 -4.22606
H 2.52065 -4.92890 5.55930
H 1.61847 -4.81337 4.10427
H 2.63934 -3.46122 4.55019
H 4.88734 -4.02325 3.02173
H 3.43456 -3.97391 2.17803
H 5.01095 -6.55723 2.20684
H 5.53529 -5.27217 1.09251
H 3.78118 -7.05082 0.18192
H 4.58526 -4.88743 -1.05164
H 2.95408 -4.37019 -0.44296
H 1.83546 -6.05113 -1.81274
H 3.31929 -6.88197 -1.94068
H 2.89817 -5.02265 -5.12862
H 1.52722 -5.63132 -4.18034
H 3.04290 -6.55172 -4.39426
C 3.67066 7.13643 4.20430
O 4.32838 6.01288 3.63245
C 4.77004 4.99590 4.61372
C 5.14373 3.58145 4.03798
N 4.53786 3.27136 2.70011
C 3.18622 2.78248 2.79931
C 2.66441 2.28002 1.46555
O 1.32391 1.89171 1.24540
C 1.05013 0.54758 1.61816
H 3.50968 7.90008 3.44336
H 4.27991 7.55865 5.00345
H 2.67564 6.91015 4.58747
H 3.95717 4.84664 5.32440
H 5.59075 5.33849 5.24393
H 4.96918 2.78743 4.76404
H 6.21784 3.53921 3.85739
H 4.48141 4.11343 2.14528
H 2.49053 3.51122 3.21531
H 3.22123 1.92179 3.46719
H 3.41623 1.60860 1.05074
H 2.76947 3.12596 0.78625
H 0.74815 0.59542 2.66441
H 1.98425 0.00097 1.48883
H 0.21121 0.07901 1.10363
C -6.13322 -0.57487 -2.57155
O -7.29098 -0.70383 -1.82717
C -8.37753 -1.30692 -2.62981
C -9.66916 -1.24120 -1.74951
N -10.20807 0.08625 -1.77620
C -11.34139 0.22459 -0.97970
C -11.56533 1.73702 -0.54969
O -10.57441 2.15747 0.33931
C -10.83105 3.41553 1.03484
H -5.66562 -1.44364 -3.03490
H -5.49889 -0.01240 -1.88645
H -6.43221 0.16463 -3.31441
H -8.17547 -2.35405 -2.85514
H -8.61353 -0.88412 -3.60636
H -9.29583 -1.61750 -0.79708
H -10.44117 -1.91926 -2.11332
H -9.44125 0.65093 -1.43972
H -11.38911 -0.49394 -0.16144
H -12.09754 -0.14160 -1.67414
H -12.51649 1.82086 -0.02397
H -11.69931 2.42180 -1.38708
H -11.04409 4.24983 0.36652
H -9.99453 3.70786 1.66957
H -11.68382 3.19523 1.67698
C 2.57513 -0.89041 -3.45976
C 1.08584 -1.27963 -3.65983
O 0.27713 -0.13226 -3.42953
H 2.85748 -0.73968 -2.41782
H 2.87922 0.01923 -3.97763
H 3.27832 -1.63907 -3.82465
H 0.81489 -2.06133 -2.95017
H 0.84458 -1.47953 -4.70383
H 0.38450 0.07796 -2.49901
C 8.50519 -0.83048 -2.58244
C 9.55802 0.10495 -3.12989
O 10.12538 0.97259 -2.15444
H 7.88410 -0.38790 -1.80369
H 8.91469 -1.73928 -2.14142
H 7.74741 -1.17795 -3.28467
H 9.09768 0.69440 -3.92281
H 10.44401 -0.34264 -3.58020
H 10.58718 1.64036 -2.66671
C -3.30510 4.47091 -0.54743
C -2.93916 4.20744 0.89096
O -3.90443 4.90283 1.64032
H -2.48495 4.02757 -1.11216
H -3.48631 5.50660 -0.83488
H -4.28145 4.02904 -0.74641
H -1.99830 4.73149 1.05909
H -2.94104 3.12055 0.97320
H -4.25073 4.26186 2.26549
```

<b>
ORCA calculation (the ωB97M-V functional and the def2-TZVPD basis) on a cluster of 6 separate species, C24H63N3O9 in total.

Properties
Highest occupied orbital energy = -8.24 eV
SMILES = COCCNCCOC.COCCNCCOC.COCCNCCOC.CCO.CCO.CCO

The geometry in XYZ format:
```
99
C24H63N3O9 | the OMol25 dataset | the ωB97M-V functional and the def2-TZVPD basis
C -0.62833 -6.99440 0.51568
O -0.63519 -5.59125 0.86969
C -1.24732 -4.72561 -0.12154
C -0.15504 -4.18760 -1.18195
N 0.86365 -3.45821 -0.42271
C 2.14778 -3.13292 -1.03245
C 3.17677 -2.57565 -0.07753
O 3.73151 -3.63889 0.74390
C 4.56685 -3.02352 1.71514
H 0.00547 -7.29343 -0.37179
H -1.60311 -7.37296 0.37185
H -0.17583 -7.53985 1.38540
H -1.60280 -3.86880 0.39464
H -2.04011 -5.23982 -0.59858
H -0.52984 -3.66970 -2.01158
H 0.31421 -5.16972 -1.59262
H 1.04268 -3.87002 0.46297
H 1.95314 -2.41829 -1.83568
H 2.65495 -4.08891 -1.41939
H 2.58799 -1.90902 0.58247
H 3.95217 -2.06619 -0.75250
H 5.08353 -3.77441 2.34776
H 3.97677 -2.45657 2.40320
H 5.33289 -2.40575 1.18562
C 5.25993 2.82459 -0.97299
O 5.45924 1.61088 -0.27579
C 4.96828 1.63304 1.10833
C 3.49354 1.49222 1.24922
N 3.21606 1.70532 2.68839
C 1.84023 1.88369 3.12586
C 0.96484 0.62058 3.18630
O 1.51947 -0.29097 4.13316
C 1.08435 -1.54593 3.67048
H 4.28981 2.94844 -1.40940
H 5.99550 2.81427 -1.81425
H 5.54836 3.68015 -0.36551
H 5.32455 2.50081 1.63627
H 5.47142 0.76847 1.64156
H 3.24618 0.47003 0.94406
H 2.86472 2.12996 0.65134
H 3.69329 1.03571 3.30595
H 1.37040 2.47491 2.37190
H 1.82611 2.30672 4.05899
H 0.95514 0.14640 2.19838
H -0.01731 0.84105 3.50974
H 1.53570 -2.36021 4.22710
H 1.28115 -1.60417 2.62882
H 0.00017 -1.59127 3.87482
C -1.04904 4.05632 -3.39182
O -2.37472 3.55376 -3.21139
C -2.39568 2.37558 -2.39968
C -3.68652 2.24843 -1.71899
N -3.72708 0.97810 -1.04473
C -5.04996 0.49025 -0.76913
C -5.70093 1.04051 0.55586
O -5.90082 2.43711 0.60128
C -7.04317 2.87445 -0.17541
H -1.14812 5.02410 -3.83908
H -0.38618 3.39540 -4.00724
H -0.55545 4.28730 -2.43673
H -1.58283 2.46549 -1.58358
H -2.22745 1.46826 -3.04104
H -4.39734 2.31889 -2.53432
H -3.88639 3.11854 -1.06990
H -3.20250 0.29796 -1.61977
H -4.86465 -0.63544 -0.56548
H -5.70621 0.52388 -1.64572
H -4.98763 0.93045 1.36537
H -6.61065 0.49048 0.79195
H -7.27807 2.20823 -0.99625
H -6.71752 3.79155 -0.51090
H -7.85613 2.95886 0.53455
C 2.22085 -0.27883 -4.35595
C 3.48646 -0.48000 -3.53221
O 3.33613 0.38954 -2.47085
H 2.20186 -0.93739 -5.22644
H 2.28211 0.71224 -4.72277
H 1.27074 -0.41432 -3.73966
H 4.31162 -0.13550 -4.23578
H 3.62745 -1.52083 -3.22649
H 3.98125 0.15503 -1.73376
C -2.02857 -0.88126 1.04460
C -0.99786 -0.35914 0.05832
O 0.33145 -0.79818 0.38456
H -2.06876 -2.02537 0.98783
H -3.01276 -0.51642 0.82451
H -1.71957 -0.68543 2.10525
H -1.04552 0.75185 -0.07806
H -1.19661 -0.83051 -0.90059
H 0.36598 -1.73823 0.08463
C -1.70323 4.11388 1.47875
C -2.79718 3.20689 1.99633
O -2.74864 1.87847 1.56571
H -1.91120 5.11822 1.62451
H -1.52163 3.88963 0.44021
H -0.68586 3.90443 1.92623
H -3.67100 3.70437 1.70924
H -2.84902 3.16313 3.11652
H -3.08736 1.89210 0.65475
```

Stability ranking, top and bottom: <b> is the most stable and <a> is the least stable.

<a>
ORCA calculation (the ωB97M-V functional and the def2-TZVPD basis) on an isolated molecule of C3H7NO3.

Properties
Highest occupied orbital energy = -10.22 eV
SMILES = C[C@@H](O)NC(=O)O

The geometry in XYZ format:
```
14
C3H7NO3 | the OMol25 dataset | the ωB97M-V functional and the def2-TZVPD basis
C -1.08458 -0.84328 0.78976
C -0.75229 -0.01745 -0.43673
O -0.79208 1.39776 -0.14617
N 0.62512 -0.07633 -0.94592
C 1.72834 0.13781 -0.00837
O 2.76990 -0.42967 -0.18744
O 1.42218 1.03052 0.89251
H -2.10632 -0.62784 1.09631
H -0.98923 -1.90080 0.54873
H -0.42103 -0.60537 1.61767
H -1.43098 -0.23674 -1.26764
H -0.16013 1.56262 -1.00141
H 0.83453 -0.81092 -1.60895
H 0.35656 1.41968 0.65766
```

<b>
ORCA calculation (the ωB97M-V functional and the def2-TZVPD basis) on a structure of composition C3H7NO3.

Properties
Highest occupied orbital energy = -8.22 eV

The geometry in XYZ format:
```
14
C3H7NO3 | the OMol25 dataset | the ωB97M-V functional and the def2-TZVPD basis
C -1.16979 -0.17999 -0.26938
C -1.79431 -1.33716 -0.06108
O -1.71282 0.91834 -0.77699
O 0.45008 -0.38571 -0.89351
H -1.37995 1.66120 -0.24810
H 0.58537 -1.33400 -1.04634
H -2.87296 -1.35341 -0.12759
H -1.26826 -2.22467 0.25410
N 2.04311 1.17811 0.39951
C 1.07432 0.22910 0.63762
O -0.09538 0.65887 1.03373
H 2.94384 0.84801 0.08658
H 1.70637 1.99974 -0.08448
H 1.49038 -0.67845 1.09592
```

Stability ranking, top and bottom: <a> is the most stable and <b> is the least stable.

<a>
ORCA calculation (the ωB97M-V functional and the def2-TZVPD basis) on an isolated molecule of C2H4O3.

Properties
Highest occupied orbital energy = -10.28 eV
SMILES = OO[C@H]1CO1

The geometry in XYZ format:
```
9
C2H4O3 | the OMol25 dataset | the ωB97M-V functional and the def2-TZVPD basis
O 2.22870 -0.56313 -0.15929
O 1.46380 0.57614 0.44852
C 0.30813 0.59757 -0.26765
C -0.67355 -0.46680 -0.12086
O -0.91757 0.77622 0.43584
H 3.01839 -0.50099 0.28409
H 0.43810 0.94166 -1.23211
H -1.16023 -0.69954 -1.06534
H -0.40262 -1.29916 0.63110
```

<b>
ORCA calculation (the ωB97M-V functional and the def2-TZVPD basis) on a cluster of 2 separate species, C2H4O3 in total.

Properties
Highest occupied orbital energy = -10.50 eV
SMILES = O=CO.C=O

The geometry in XYZ format:
```
9
C2H4O3 | the OMol25 dataset | the ωB97M-V functional and the def2-TZVPD basis
O -0.71260 -1.24102 0.08504
C -1.42332 -0.30679 -0.12345
O -1.23385 0.60954 -1.08393
H -2.36388 -0.10037 0.40792
H -0.29970 0.84703 -1.19453
C 1.76933 0.18143 1.04242
O 1.46638 0.72959 0.01643
H 2.21361 0.74705 1.87519
H 1.59267 -0.89292 1.18411
```

Stability ranking, top and bottom: <b> is the most stable and <a> is the least stable.

<a>
ORCA calculation (the ωB97M-V functional and the def2-TZVPD basis) on an isolated molecule of C2H4O3.

Properties
Highest occupied orbital energy = -10.47 eV
SMILES = CC(=O)OO

The geometry in XYZ format:
```
9
C2H4O3 | the OMol25 dataset | the ωB97M-V functional and the def2-TZVPD basis
C -1.30484 -0.22497 0.02644
C 0.03023 0.35819 -0.05625
O 0.45223 1.39905 -0.41883
O 0.92576 -0.71129 0.18077
O 2.26459 -0.36728 0.01217
H -1.64125 -0.39880 -0.89400
H -1.21334 -1.21385 0.49167
H -1.95710 0.55249 0.43112
H 2.44372 0.60645 0.22690
```

<b>
ORCA calculation (the ωB97M-V functional and the def2-TZVPD basis) on an isolated molecule of C2H4O3.

Properties
Highest occupied orbital energy = -10.83 eV
SMILES = O=C(O)CO

The geometry in XYZ format:
```
9
C2H4O3 | the OMol25 dataset | the ωB97M-V functional and the def2-TZVPD basis
O -1.71617 -0.40480 0.01593
C -0.72552 0.24007 -0.26414
O -0.81225 1.39486 -0.95858
C 0.65803 -0.20541 0.22459
O 0.55885 -1.46370 0.80230
H 0.06704 1.71432 -1.20940
H 1.01295 0.55941 0.96711
H 1.36797 -0.23632 -0.61900
H -0.41090 -1.59843 1.04118
```

<c>
ORCA calculation (the ωB97M-V functional and the def2-TZVPD basis) on a cluster of 2 separate species, C2H4O3 in total.

Properties
Highest occupied orbital energy = -10.50 eV
SMILES = O=CO.C=O

The geometry in XYZ format:
```
9
C2H4O3 | the OMol25 dataset | the ωB97M-V functional and the def2-TZVPD basis
O 1.09424 -0.69881 0.76876
C 1.02842 -1.24997 -0.29034
O -0.05347 -1.29536 -1.07560
H 1.83618 -1.80997 -0.78462
H -0.64844 -0.58605 -0.77420
C -0.85999 1.71867 0.88127
O -1.11073 1.49742 -0.26656
H -1.69540 1.73866 1.60404
H 0.14480 1.81662 1.31045
```

Stability ranking, top and bottom: <b> is the most stable and <a> is the least stable.